Entry 1:
17
Properties=species:S:1:pos:R:3 method="wB97M-V/def2-TZVPD" gap_ev=11.6 e_above_lowest_kj_mol=215.7 total_charge=+1 multiplicity=1
C 0.36987 2.29798 1.03161
O 0.84195 1.71678 -0.31365
H 0.96548 1.69412 1.71696
H -0.63248 1.99875 1.06688
H 0.38702 3.41895 1.08980
H 0.42682 2.20477 -1.01707
C -0.49833 -1.58084 -1.52877
N 0.02579 -1.13850 -0.22963
C -0.68595 -1.39345 1.01843
H 0.28684 -1.49503 -2.31395
H -1.23052 -0.84418 -1.82847
H -0.66187 -2.60594 -1.33108
H 0.96406 -1.67188 -0.08431
H 0.33533 -0.15423 -0.22420
H -1.37179 -2.27659 0.97404
H -0.03177 -1.26598 1.97983
H -1.46681 -0.70965 0.96065

Entry 2:
13
Properties=species:S:1:pos:R:3 method="wB97M-V/def2-TZVPD" gap_ev=9.5 e_above_lowest_kj_mol=356.8 multiplicity=1
C 0.18521 -0.53693 0.35960
C 0.94438 1.40750 1.02612
C -0.80116 0.16176 -0.58882
C -2.06030 0.37808 -0.23285
O 1.84265 -0.42266 -1.20843
O -0.35784 -1.10717 1.44820
N 1.35163 -0.96149 -0.00489
O 1.42863 2.16566 0.32868
H 2.75724 -0.73300 -1.23312
H 0.28169 -1.73983 1.80610
H -0.40701 0.38818 -1.56847
H -2.40020 0.14917 0.76579
H -2.76493 0.85073 -0.89790

Entry 3:
50
Properties=species:S:1:pos:R:3 method="wB97M-V/def2-TZVPD" gap_ev=7.6 e_above_lowest_kj_mol=0.0 total_charge=+2 multiplicity=1
I 1.85251 -0.67151 0.92458
I -1.13895 1.19539 -0.80889
Al 2.44840 -2.20464 -1.53840
P 2.93705 0.02071 -2.30692
C 2.58779 1.61161 -1.46960
C 4.76388 0.08523 -2.37663
H 5.05242 0.88884 -3.06464
H 3.30180 1.03203 -4.47440
H 5.15415 -0.87062 -2.74330
H 2.47931 -0.55634 -4.61088
H 2.87590 1.53424 -0.41219
H 5.16242 0.30127 -1.37923
C 2.52188 0.38538 -4.04914
H 3.16219 2.41993 -1.94580
H 1.55357 0.89921 -4.09739
H 1.50777 1.81380 -1.51360
P 0.50878 -3.26439 -0.63225
C -0.66860 -2.87548 0.70922
C -0.55630 -3.91923 -1.95555
H 2.15594 -5.04605 -0.65884
H 0.60110 -5.57359 0.06792
H 1.73688 -4.55449 1.01421
C 1.33659 -4.76181 0.01439
H -0.02349 -3.86083 -2.91178
H -0.80751 -4.96585 -1.74303
H -0.87449 -3.78009 1.29769
H -1.59401 -2.46870 0.28425
H -1.47174 -3.31663 -2.00094
H -0.22989 -2.13443 1.39493
Cl 3.39879 -3.58425 -2.86121
C -1.85384 4.30147 0.40569
P -1.41759 2.68400 1.06231
C 0.14800 2.82121 1.92240
C -2.71907 2.04065 2.12821
C -3.81412 1.39257 1.51593
C -4.73082 0.67235 2.28423
C -4.62830 0.68179 3.68430
C -3.57860 1.38793 4.29298
C -2.61424 2.06366 3.53128
H -1.25282 4.51199 -0.49130
H -1.63550 5.03980 1.19306
H -2.92289 4.32475 0.14968
H 0.00666 3.55002 2.73248
H 0.48639 1.85409 2.32062
H 0.92710 3.20038 1.24582
H -3.92192 1.41287 0.42566
H -5.53662 0.13530 1.77340
H -5.36963 0.13506 4.27563
H -3.50279 1.39315 5.38046
H -1.80356 2.61823 4.01458

Entry 4:
9
Properties=species:S:1:pos:R:3 method="wB97M-V/def2-TZVPD" gap_ev=9.9 e_above_lowest_kj_mol=158.3 multiplicity=1 smiles="CB=S.S"
B -1.28723 0.60510 0.00176
C -0.10522 1.62373 0.10223
S 1.06891 -2.97953 0.72179
S -2.39564 -0.55926 0.22606
H 0.36933 2.02718 -0.86079
H 0.72258 1.14502 0.78403
H -0.32858 2.46197 0.70622
H -0.22308 -2.43091 0.38780
H 0.95955 -4.29660 0.20978

What did the first record say?
17
Properties=species:S:1:pos:R:3 method="wB97M-V/def2-TZVPD" gap_ev=11.6 e_above_lowest_kj_mol=215.7 total_charge=+1 multiplicity=1
C 0.36987 2.29798 1.03161
O 0.84195 1.71678 -0.31365
H 0.96548 1.69412 1.71696
H -0.63248 1.99875 1.06688
H 0.38702 3.41895 1.08980
H 0.42682 2.20477 -1.01707
C -0.49833 -1.58084 -1.52877
N 0.02579 -1.13850 -0.22963
C -0.68595 -1.39345 1.01843
H 0.28684 -1.49503 -2.31395
H -1.23052 -0.84418 -1.82847
H -0.66187 -2.60594 -1.33108
H 0.96406 -1.67188 -0.08431
H 0.33533 -0.15423 -0.22420
H -1.37179 -2.27659 0.97404
H -0.03177 -1.26598 1.97983
H -1.46681 -0.70965 0.96065